Density functional theory data (wB97M-V/def2-TZVPD) for a gas-phase ion, CH6N6 (charge +2) at a distorted geometry.

Structure (XYZ):
```
13
CH6N6 wB97M-V/def2-TZVPD
C -0.724 -0.483 0.710
N -0.307 -0.624 1.917
N 0.676 -0.431 2.598
N 1.485 -0.370 3.451
N 1.091 0.714 -0.218
N -0.055 0.079 -0.302
N -0.745 -0.001 -1.696
H -1.727 -0.869 0.534
H 1.913 0.313 -0.664
H 1.088 1.733 -0.206
H -0.032 -0.201 -2.424
H -1.205 0.893 -1.955
H -1.457 -0.753 -1.746
```

For the energy relative to the best compared isomer or geometry (same formula, charge and spin), the calculation gives 19.78 kcal per mole. As for the electronic energy: -10047.6258 eV. Its multiplicity is 3. Its charge is +2.


Density functional theory data (wB97M-V/def2-TZVPD) for 2 unconnected molecules or ions with the total composition CH6NO at a distorted geometry.

Structure (XYZ):
```
9
CH6NO wB97M-V/def2-TZVPD
O 1.402 -1.264 -1.108
H 1.955 -1.822 -0.553
C -0.188 0.629 0.659
N -1.321 0.282 -0.196
H 0.720 0.203 0.208
H -0.267 0.060 1.592
H -0.091 1.647 0.982
H -1.200 0.883 -1.011
H -1.010 -0.617 -0.574
```

For the energy relative to the best compared isomer or geometry (same formula, charge and spin), the calculation gives 6.49 kcal per mole. As for the electronic energy: -4671.0857 eV. Its charge is -1.


Density functional theory data (wB97M-V/def2-TZVPD) for a gas-phase ion, CH6NO (charge +1) at a distorted geometry.

Structure (XYZ):
```
9
CH6NO wB97M-V/def2-TZVPD
N 0.588 -0.793 0.088
C -0.206 0.458 -0.425
O -1.307 0.763 0.406
H 0.174 -0.816 1.038
H 0.167 -1.588 -0.471
H 1.600 -0.782 0.181
H 0.477 1.268 -0.481
H -0.618 0.365 -1.542
H -0.876 1.124 1.205
```

For the energy relative to the best compared isomer or geometry (same formula, charge and spin), the calculation gives 18.43 kcal per mole. As for the electronic energy: -4663.9667 eV. Its charge is +1. Its structure (SMILES) is [NH3+]CO.


Density functional theory data (wB97M-V/def2-TZVPD) for 2 unconnected molecules or ions with the total composition CH6NO at a distorted geometry.

Structure (XYZ):
```
9
CH6NO wB97M-V/def2-TZVPD
N -0.508 0.642 1.362
H -0.172 -0.052 2.042
H -1.529 0.788 1.695
H -0.045 1.530 1.476
H -0.265 0.264 0.399
O -0.089 -0.531 -0.812
C 0.615 -0.915 -1.748
H 0.261 -0.987 -2.711
H 1.732 -0.738 -1.703
```

For the energy relative to the best compared isomer or geometry (same formula, charge and spin), the calculation gives 16.58 kcal per mole. As for the electronic energy: -4664.0470 eV. Its charge is +1.


Density functional theory data (wB97M-V/def2-TZVPD) for 2 unconnected molecules or ions with the total composition CH6NO2.

Structure (XYZ):
```
10
CH6NO2 wB97M-V/def2-TZVPD
N -0.776 1.691 0.650
C 0.460 1.043 0.094
O 0.265 -0.063 -0.619
H -1.206 2.244 -0.092
H -1.496 0.974 0.707
H 0.961 1.899 -0.461
H 1.160 0.963 0.971
H 0.952 -2.897 -0.232
H -0.402 -2.546 -0.697
O 0.083 -3.307 -0.321
```

For the energy relative to the best compared isomer or geometry (same formula, charge and spin), the calculation gives 12.50 kcal per mole. As for the electronic energy: -6719.2886 eV. Its charge is -1.


Density functional theory data (wB97M-V/def2-TZVPD) for 2 unconnected molecules or ions with the total composition CH6NO2 at a distorted geometry.

Structure (XYZ):
```
10
CH6NO2 wB97M-V/def2-TZVPD
O -0.091 2.064 1.027
H -1.071 2.346 1.012
H 0.315 2.921 1.393
H 2.027 -1.180 -1.015
C 0.159 -1.372 -0.723
N -0.713 -0.668 -0.057
O 1.175 -0.748 -1.253
H 0.025 -2.417 -1.002
H -0.358 0.245 0.238
H -1.467 -1.191 0.380
```

For the energy relative to the best compared isomer or geometry (same formula, charge and spin), the calculation gives 37.47 kcal per mole. As for the electronic energy: -6695.5225 eV. Its multiplicity is 2. Its charge is +2.


Density functional theory data (wB97M-V/def2-TZVPD) for 3 unconnected molecules or ions with the total composition CH6NO4 at a distorted geometry.

Structure (XYZ):
```
12
CH6NO4 wB97M-V/def2-TZVPD
N 0.469 2.922 0.258
C 0.876 1.514 0.629
O 1.456 0.803 -0.272
O 0.530 1.168 1.797
H 0.093 3.095 -0.677
H -0.311 3.064 0.847
H -0.629 -2.950 -0.204
H -1.543 -3.381 0.885
O -0.644 -3.574 0.524
H -0.341 -0.867 -1.986
H 0.483 -0.682 -0.721
O -0.440 -1.112 -1.080
```

For the energy relative to the best compared isomer or geometry (same formula, charge and spin), the calculation gives 20.80 kcal per mole. As for the electronic energy: -10816.5609 eV. Its charge is -1.


Density functional theory data (wB97M-V/def2-TZVPD) for 2 unconnected molecules or ions with the total composition CH6NOS at a distorted geometry.

Structure (XYZ):
```
10
CH6NOS wB97M-V/def2-TZVPD
C 0.031 0.888 0.291
N 0.286 1.375 -0.907
O 0.631 1.531 1.260
S -0.997 -0.450 0.390
H -0.853 -0.997 1.701
H -0.413 -3.800 -1.167
H -0.358 1.151 -1.679
H 0.969 2.167 -0.990
H 0.807 1.253 2.131
H -0.104 -3.118 -1.030
```

For the energy relative to the best compared isomer or geometry (same formula, charge and spin), the calculation gives 24.97 kcal per mole. As for the electronic energy: -15498.8192 eV. Its charge is +1.